No. 1
Below is a molecular structure, C27H68CuF3KN7O14PS2, with properties calculated with ωB97M-V/def2-TZVPD.

Summary:
**HOMO-LUMO gap (alpha / beta)**: 7.393 / 4.532 eV
**Spin multiplicity**: 2
**Expectation value of S²**: 0.76
**Energy above the lowest of the compared OMol25 structures with the same formula, charge and spin**: 0.000 eV
**E_LUMO (alpha / beta)**: -0.4 / -3.1 eV

Each line ends with the Löwdin charge.
Cartesian coordinates (Å):
K: -6.626 -3.755 -4.479  0.92
Cu: -11.392 -6.469 -3.447  0.36
S: -9.875 -3.412 -4.047  0.22
O: -10.906 -2.420 -3.736  -0.13
O: -9.378 -3.259 -5.390  -0.35
O: -8.790 -3.082 -3.082  -0.26
O: -10.290 -4.764 -3.794  -0.30
C: -7.331 -8.977 -2.892  -0.66
F: -7.694 -9.755 -1.921  0.16
F: -5.989 -8.949 -2.810  0.11
F: -7.785 -9.514 -3.988  0.14
S: -8.028 -7.108 -2.654  0.63
O: -8.235 -6.864 -1.172  -0.34
O: -7.049 -6.198 -3.291  -0.42
O: -9.388 -7.164 -3.264  -0.39
O: -8.151 -14.609 -8.512  -0.31
P: -9.388 -13.867 -8.125  0.67
N: -10.491 -13.379 -9.406  -0.31
C: -11.782 -14.037 -9.658  -0.11
C: -9.847 -12.946 -10.630  -0.15
N: -9.060 -12.388 -7.144  -0.27
C: -8.338 -11.218 -7.809  -0.11
C: -8.519 -12.585 -5.796  -0.13
N: -10.484 -14.801 -7.149  -0.29
C: -11.461 -14.134 -6.289  -0.15
C: -9.784 -16.067 -6.579  -0.07
H: -12.378 -14.051 -8.745  0.05
H: -11.506 -15.040 -9.986  0.08
H: -12.387 -13.572 -10.436  0.08
H: -8.909 -12.416 -10.460  0.06
H: -10.466 -12.387 -11.331  0.08
H: -9.401 -13.819 -11.107  0.08
H: -7.923 -10.457 -7.149  0.06
H: -7.575 -11.479 -8.542  0.07
H: -9.104 -10.713 -8.397  0.05
H: -9.063 -13.344 -5.232  0.06
H: -7.516 -13.010 -5.839  0.08
H: -8.393 -11.653 -5.246  0.06
H: -11.432 -13.048 -6.379  0.06
H: -12.447 -14.284 -6.729  0.06
H: -11.468 -14.407 -5.233  0.09
H: -9.003 -15.718 -5.904  0.06
H: -9.297 -16.682 -7.335  0.07
H: -10.567 -16.628 -6.068  0.08
O: -10.788 -5.918 2.626  0.07
C: -10.079 -6.924 2.851  -0.45
O: -9.957 -7.568 4.040  0.00
C: -9.197 -8.848 3.940  -0.10
C: -8.403 -8.693 2.629  -0.14
C: -9.022 -7.462 1.954  -0.09
H: -9.869 -9.706 3.926  0.12
H: -8.534 -8.899 4.803  0.12
H: -8.524 -9.612 2.056  0.10
H: -7.325 -8.605 2.767  0.11
H: -9.476 -7.504 0.964  0.11
H: -8.201 -6.744 1.976  0.14
C: -9.530 -6.344 -6.499  -0.03
C: -10.943 -7.062 -6.599  -0.31
C: -10.810 -8.610 -6.416  -0.15
O: -12.170 -9.131 -6.349  -0.25
C: -12.605 -9.751 -7.590  -0.05
N: -11.923 -6.511 -5.593  0.05
H: -9.041 -6.455 -5.531  0.04
H: -9.431 -5.259 -6.456  0.05
H: -8.697 -6.785 -7.047  0.06
H: -11.261 -6.942 -7.634  0.12
H: -10.280 -8.801 -5.483  0.10
H: -10.209 -9.141 -7.154  0.10
H: -12.377 -8.956 -8.301  0.08
H: -13.605 -10.174 -7.678  0.09
H: -11.845 -10.518 -7.737  0.07
H: -11.957 -5.586 -5.997  0.09
H: -12.814 -6.859 -5.915  0.08
C: 0.167 -7.727 -6.894  -0.06
C: -0.744 -6.879 -5.939  -0.43
C: -2.186 -7.396 -5.991  -0.19
O: -3.046 -6.387 -5.418  -0.19
C: -4.440 -6.902 -5.245  -0.06
N: -0.150 -6.902 -4.634  0.03
H: 1.226 -7.501 -6.765  0.07
H: -0.075 -7.495 -7.931  0.07
H: -0.004 -8.789 -6.717  0.07
H: -0.633 -5.892 -6.388  0.13
H: -2.285 -8.197 -5.259  0.11
H: -2.574 -7.616 -6.986  0.11
H: -4.847 -7.522 -6.044  0.07
H: -5.041 -5.999 -5.356  0.04
H: -4.733 -7.258 -4.258  0.07
H: -0.701 -6.540 -3.868  0.07
H: 0.166 -7.784 -4.256  0.07
C: -4.839 -10.160 -5.381  -0.05
C: -4.560 -10.760 -6.755  -0.44
C: -4.638 -9.795 -8.009  -0.17
O: -5.830 -8.996 -7.905  -0.24
C: -6.128 -8.041 -8.959  -0.06
N: -3.364 -11.463 -6.681  0.04
H: -5.764 -9.604 -5.227  0.05
H: -4.009 -9.598 -4.954  0.06
H: -4.954 -11.018 -4.719  0.09
H: -5.311 -11.480 -7.080  0.12
H: -4.250 -10.119 -8.975  0.12
H: -3.882 -9.021 -7.877  0.08
H: -5.226 -7.440 -9.073  0.08
H: -7.058 -7.561 -8.656  0.07
H: -6.333 -8.509 -9.922  0.08
H: -2.610 -11.244 -6.046  0.08
H: -2.966 -11.458 -7.609  0.07
C: -12.418 -8.948 -0.865  -0.03
C: -11.574 -9.044 -2.181  -0.36
C: -10.932 -10.402 -2.645  -0.14
O: -11.922 -11.416 -2.531  -0.18
C: -12.939 -11.523 -3.457  -0.12
N: -12.327 -8.398 -3.283  0.06
H: -12.700 -7.936 -0.575  0.08
H: -11.754 -9.319 -0.084  0.07
H: -13.245 -9.653 -0.779  0.07
H: -10.666 -8.503 -1.916  0.09
H: -10.053 -10.666 -2.057  0.12
H: -10.465 -10.314 -3.626  0.11
H: -13.715 -10.769 -3.324  0.08
H: -13.513 -12.405 -3.175  0.10
H: -12.472 -11.452 -4.439  0.09
H: -12.373 -8.984 -4.104  0.05
H: -13.289 -8.536 -3.006  0.08

---

No. 2
Below is 12 unconnected molecules or ions with the total composition C27H69BCl2F4N2O17, with properties calculated with ωB97M-V/def2-TZVPD.

Summary:
**HOMO-LUMO gap**: 9.434 eV
**Spin multiplicity**: 1
**E_LUMO**: 0.1 eV

Each line ends with the Löwdin charge.
Cartesian coordinates (Å):
C: -1.274 1.417 2.361  -0.06
C: -0.561 1.582 1.013  -0.14
N: -0.022 0.304 0.578  -0.02
C: -0.790 -0.763 0.171  0.02
C: 0.073 -1.700 -0.322  -0.07
N: 1.342 -1.209 -0.171  0.02
C: 1.256 0.008 0.399  0.02
C: 2.558 -1.734 -0.751  -0.03
H: -1.637 2.336 2.829  0.08
H: -0.518 1.123 3.096  0.07
H: -2.140 0.759 2.408  0.06
H: 0.293 2.232 1.186  0.11
H: -1.245 2.011 0.286  0.11
H: -1.868 -0.767 0.206  0.12
H: -0.129 -2.639 -0.804  0.03
H: 2.087 0.662 0.622  0.15
H: 3.376 -1.776 -0.033  0.13
H: 2.898 -1.072 -1.548  0.06
H: 2.452 -2.711 -1.213  0.06
B: 0.390 4.822 -0.713  -1.23
F: -0.108 3.788 -1.545  0.10
F: -0.267 6.019 -1.041  0.11
F: -0.032 4.538 0.620  0.08
F: 1.761 5.022 -0.777  0.15
C: 1.756 -7.144 0.644  -0.15
C: 2.193 -6.380 1.868  -0.18
C: 2.299 -4.955 1.295  -0.17
O: 1.267 -4.890 0.323  -0.19
C: 0.674 -6.166 0.134  -0.20
H: 1.381 -8.149 0.848  0.12
H: 2.645 -7.304 0.029  0.12
H: 3.158 -6.688 2.272  0.12
H: 1.439 -6.374 2.660  0.12
H: 3.286 -4.995 0.819  0.13
H: 2.131 -4.212 2.071  0.13
H: 0.402 -6.403 -0.895  0.12
H: -0.221 -6.237 0.759  0.13
C: -4.873 -2.339 0.683  -0.25
C: -5.379 -2.123 -0.740  -0.20
O: -5.854 -0.791 -0.966  -0.09
O: -3.933 -1.427 1.193  -0.08
H: -4.407 -3.326 0.599  0.12
H: -5.676 -2.440 1.422  0.12
H: -6.075 -2.945 -0.925  0.13
H: -4.549 -2.174 -1.457  0.11
H: -6.522 -0.804 -1.659  0.11
H: -4.317 -0.532 1.231  0.05
C: -2.977 3.249 -2.197  -0.18
C: -4.143 2.327 -2.480  -0.20
O: -3.756 0.942 -2.469  -0.08
O: -2.879 3.437 -0.777  -0.09
H: -3.217 4.231 -2.612  0.13
H: -2.008 2.854 -2.488  0.09
H: -4.782 2.569 -3.330  0.12
H: -4.865 2.408 -1.657  0.11
H: -4.045 0.546 -1.641  0.04
H: -2.392 4.237 -0.545  0.09
C: -0.381 0.431 -3.263  -0.23
C: 0.576 -0.370 -4.153  -0.21
O: 1.607 -0.954 -3.393  -0.08
O: 0.384 1.411 -2.616  -0.05
H: -0.683 -0.328 -2.530  0.10
H: -1.205 0.833 -3.851  0.12
H: 0.913 0.312 -4.946  0.13
H: 0.067 -1.192 -4.660  0.13
H: 1.905 -0.333 -2.709  0.07
H: -0.141 2.132 -2.240  0.05
C: 3.841 3.075 -0.113  -0.20
C: 4.629 4.375 0.113  -0.21
O: 5.299 4.304 1.361  -0.06
O: 2.774 2.947 0.837  -0.12
H: 4.553 2.286 0.148  0.11
H: 3.382 2.884 -1.086  0.11
H: 3.957 5.233 0.157  0.12
H: 5.359 4.506 -0.685  0.12
H: 4.641 4.494 2.045  0.06
H: 2.161 3.696 0.751  0.08
C: -6.599 1.606 1.275  -0.20
C: -5.202 2.177 1.430  -0.22
O: -4.154 1.352 0.909  -0.09
O: -7.027 1.675 -0.101  -0.09
H: -7.369 2.116 1.849  0.12
H: -6.582 0.536 1.509  0.11
H: -5.085 2.274 2.522  0.12
H: -5.041 3.219 1.151  0.13
H: -3.625 1.982 0.401  0.05
H: -6.428 1.053 -0.537  0.03
C: 4.740 0.660 -2.097  -0.24
C: 4.336 1.415 -3.343  -0.22
O: 4.102 0.474 -4.383  -0.06
O: 5.779 -0.278 -2.389  -0.05
H: 3.903 0.117 -1.637  0.07
H: 5.144 1.306 -1.312  0.10
H: 5.064 2.183 -3.601  0.13
H: 3.403 1.949 -3.131  0.11
H: 3.168 0.275 -4.474  0.06
H: 5.697 -0.440 -3.340  0.07
C: 3.144 3.172 4.598  -0.25
C: 4.121 2.101 4.088  -0.23
O: 3.664 1.441 2.903  -0.10
O: 3.118 4.340 3.810  -0.06
H: 3.470 3.371 5.624  0.12
H: 2.178 2.653 4.572  0.12
H: 4.050 1.285 4.806  0.12
H: 5.103 2.572 3.995  0.12
H: 3.371 2.135 2.262  0.03
H: 2.623 5.012 4.285  0.09
C: 0.119 -3.716 -2.018  -0.13
C: -0.895 -4.012 -0.911  -0.25
O: -1.771 -2.948 -0.641  -0.10
O: 1.196 -2.918 -1.526  -0.25
H: -0.327 -3.145 -2.842  0.14
H: 0.402 -4.666 -2.485  0.14
H: -0.336 -4.265 -0.001  0.10
H: -1.381 -4.984 -1.080  0.13
H: -2.019 -2.524 -1.469  0.10
H: 1.361 -2.304 -2.275  0.09
C: -1.435 -1.688 5.151  -1.08
Cl: -0.468 -0.823 6.325  0.53
Cl: -0.606 -2.217 3.703  0.53
H: -1.990 -2.497 5.618  0.03
H: -2.212 -1.026 4.770  0.01

---

No. 3
Below is a molecular structure, C27H70BeN5O8, with properties calculated with ωB97M-V/def2-TZVPD.

Summary:
**HOMO-LUMO gap**: 1.313 eV
**Spin multiplicity**: 1
**Energy above the lowest of the compared OMol25 structures with the same formula, charge and spin**: 6.703 eV
**Net charge**: +1
**E_LUMO**: -9.0 eV

Each line ends with the Löwdin charge.
Cartesian coordinates (Å):
Be: -4.949 -0.928 -2.611  0.50
C: 1.752 1.158 -1.290  -0.05
C: 1.182 1.292 -2.682  -0.46
C: 2.108 0.668 -3.720  -0.02
O: -0.122 0.714 -2.748  0.10
H: 1.962 0.101 -1.124  0.09
H: 1.121 1.370 -0.427  0.09
H: 2.679 1.705 -1.120  0.10
H: 1.199 2.364 -2.882  0.19
H: 2.481 -0.299 -3.383  0.09
H: 2.952 1.350 -3.817  0.10
H: 1.625 0.522 -4.686  0.09
C: 8.335 -4.166 0.937  -0.12
O: 7.622 -5.010 0.021  -0.20
C: 6.853 -4.174 -0.889  -0.20
C: 6.454 -5.066 -2.108  -0.20
N: 7.712 -5.336 -2.798  -0.06
C: 7.613 -6.263 -3.968  -0.17
C: 8.978 -6.322 -4.747  -0.20
O: 8.968 -7.410 -5.663  -0.18
C: 9.453 -7.132 -6.936  -0.12
H: 7.716 -3.374 1.358  0.08
H: 9.239 -3.648 0.615  0.09
H: 8.623 -4.747 1.813  0.09
H: 7.481 -3.319 -1.142  0.12
H: 5.964 -3.916 -0.313  0.11
H: 5.855 -4.351 -2.673  0.11
H: 5.795 -5.903 -1.877  0.12
H: 8.425 -5.547 -2.115  0.11
H: 6.862 -5.839 -4.635  0.11
H: 7.218 -7.187 -3.546  0.12
H: 9.716 -6.416 -3.951  0.12
H: 8.879 -5.306 -5.129  0.12
H: 9.214 -8.014 -7.529  0.09
H: 10.541 -7.108 -6.993  0.09
H: 9.005 -6.203 -7.288  0.09
C: -2.088 -0.435 5.119  -0.06
O: -3.469 -0.330 5.591  -0.20
C: -3.664 -0.322 6.962  -0.26
C: -5.159 -0.494 7.306  -0.19
N: -5.932 0.733 6.982  -0.06
C: -7.298 0.426 7.330  -0.21
C: -8.066 1.723 7.052  -0.29
O: -9.330 1.318 6.824  -0.19
C: -10.157 2.383 6.357  -0.09
H: -1.949 -0.711 4.074  0.08
H: -1.562 -1.166 5.733  0.08
H: -1.683 0.565 5.269  0.08
H: -3.139 0.446 7.529  0.12
H: -3.179 -1.216 7.353  0.11
H: -5.328 -0.824 8.331  0.12
H: -5.542 -1.345 6.743  0.11
H: -5.882 0.821 5.977  0.10
H: -7.491 0.053 8.336  0.13
H: -7.739 -0.277 6.622  0.12
H: -7.554 2.310 6.289  0.12
H: -8.192 2.376 7.915  0.12
H: -11.157 1.948 6.339  0.09
H: -9.922 2.738 5.354  0.09
H: -10.097 3.224 7.048  0.09
C: -1.397 7.513 7.171  -0.04
C: -2.160 6.488 6.256  -0.39
C: -1.537 5.908 4.960  -0.21
O: -1.501 7.036 4.087  -0.21
C: -0.943 6.725 2.724  -0.07
N: -2.516 5.417 7.204  0.00
H: -0.464 7.139 7.592  0.07
H: -2.100 7.558 8.003  0.07
H: -1.274 8.517 6.763  0.07
H: -3.180 6.740 5.965  0.13
H: -2.209 5.228 4.437  0.11
H: -0.558 5.464 5.137  0.12
H: -0.757 7.532 2.015  0.08
H: -1.644 6.078 2.196  0.06
H: -0.123 6.007 2.753  0.07
H: -1.691 5.027 7.637  0.06
H: -3.018 4.599 6.890  0.06
C: 0.021 6.440 -6.853  -0.08
C: 0.230 5.466 -7.994  -0.45
C: 1.652 4.888 -8.033  -0.19
O: 1.856 4.248 -9.316  -0.20
C: 3.128 3.688 -9.563  -0.11
N: -0.718 4.376 -7.819  0.04
H: 0.269 6.127 -5.839  0.07
H: -1.057 6.585 -6.790  0.08
H: 0.438 7.439 -6.975  0.08
H: 0.023 5.964 -8.941  0.14
H: 1.813 4.255 -7.161  0.12
H: 2.258 5.794 -8.013  0.12
H: 3.948 4.355 -9.296  0.09
H: 3.095 3.531 -10.641  0.09
H: 3.190 2.699 -9.109  0.08
H: -0.477 3.607 -8.429  0.07
H: -0.546 4.115 -6.858  0.06
C: -4.247 -5.655 1.034  -0.07
C: -3.495 -5.044 -0.076  -0.48
C: -3.775 -5.445 -1.578  -0.11
O: -3.024 -4.459 -2.339  -0.25
C: -1.642 -4.654 -2.646  -0.10
N: -3.327 -3.605 0.111  0.06
H: -3.967 -5.302 2.026  0.09
H: -4.248 -6.744 0.974  0.09
H: -5.291 -5.427 0.820  0.08
H: -2.506 -5.469 0.098  0.12
H: -4.858 -5.442 -1.701  0.12
H: -3.414 -6.457 -1.764  0.12
H: -1.008 -4.508 -1.771  0.08
H: -1.390 -3.875 -3.367  0.09
H: -1.298 -5.607 -3.049  0.09
H: -2.458 -3.534 -0.398  0.05
H: -3.032 -3.531 1.074  0.07